72
Properties=species:S:1:pos:R:3 method="wB97M-V/def2-TZVPD" homo_ev=-12.466 total_charge=+1 relative_energy_kcal_mol=112.7 lumo_ev=-3.92 energy_ev=-36814.2287
H -2.05 4.59 -6.20
H 6.01 -3.02 2.40
H 2.85 -3.35 0.71
H -5.52 -1.06 5.00
C -2.67 3.66 -4.34
H 3.97 1.29 0.97
C 2.89 -0.55 0.72
H -0.13 4.92 -3.81
H 7.29 -4.66 0.87
H -2.33 0.42 -0.25
C -3.35 0.30 0.13
H -0.18 -1.03 0.13
H 7.70 -2.27 1.95
H 5.81 -3.94 -0.14
H -0.83 3.51 -5.50
C 0.62 -4.65 -0.08
H -0.62 5.63 -2.29
C 6.85 -3.67 0.37
C 6.62 -2.52 1.52
N 3.02 0.91 1.16
S 5.80 -0.95 0.92
C -4.13 -1.43 3.38
C 4.88 -1.18 -0.69
H 2.79 0.93 2.18
H 1.89 -1.03 2.54
H -2.43 5.76 -3.92
C -1.13 3.26 -0.92
H 2.02 -3.42 2.40
H -2.91 4.81 -2.54
H -4.04 0.75 -0.60
C 0.47 -3.21 0.74
H 5.14 -2.19 -1.26
H 5.22 -0.31 -1.44
H -4.55 0.89 1.82
H -1.52 0.59 2.20
H -0.99 4.10 -0.23
H -3.82 -0.96 5.48
H -1.21 -2.38 -0.69
H -0.34 -3.37 1.60
N 3.37 -1.11 -0.59
H -3.74 3.77 -4.56
H -2.20 3.14 -1.10
C -1.91 3.65 -5.65
C -3.51 0.98 1.48
C 1.96 -2.87 1.34
H -0.03 -5.45 0.49
H 0.34 -4.55 -1.22
H -2.26 2.84 -6.29
H -4.88 -1.22 2.61
H 7.55 -3.32 -0.51
H -2.55 2.70 -3.84
H 0.53 -2.02 -1.32
H 0.70 3.56 -1.99
H -3.57 -0.77 0.19
C -0.11 -2.11 -0.33
C -2.74 -1.04 2.89
H -3.32 2.06 1.36
H -4.16 -2.51 3.55
H -2.49 -1.65 2.02
C -2.55 0.44 2.54
N 2.23 -1.41 1.61
H -0.48 2.62 -2.87
C -0.79 4.77 -2.95
H -2.00 -1.30 3.67
C -4.53 -0.73 4.68
H 1.73 -5.06 -0.05
H -4.57 0.36 4.56
H -2.66 1.05 3.45
H -0.77 2.35 -0.43
H 2.93 -0.66 -1.42
C -0.37 3.49 -2.22
C -2.25 4.81 -3.41